Model i:
Formula: C5H15N3
Source: OMol25
Level of theory: the ωB97M-V functional and the def2-TZVPD basis

Computed properties:
HOMO   -0.245 Eh
Lowest unoccupied orbital energy   0.83 eV
HOMO-LUMO gap   7.4998 eV
Multiplicity   1

Atoms and positions in Å:
C -0.1924 -0.5053 0.1471
C 0.1464 0.5612 -0.7554
C -0.4489 -0.2209 1.6101
C -0.9662 -1.6852 -0.4037
C -1.7951 1.2081 -0.7104
N 1.5920 -1.2561 0.2574
N 2.7643 -0.4724 0.3086
N 0.9321 1.6642 -0.4119
H 1.7361 -1.9297 -0.4995
H 0.2666 0.2644 -1.7935
H 2.8849 0.1414 -0.5027
H 2.6871 0.1321 1.1282
H 0.8147 1.9918 0.5379
H 0.9178 2.4173 -1.0859
H 0.1633 0.5978 1.9955
H -0.2179 -1.1146 2.1955
H -1.4963 0.0368 1.7820
H -0.5894 -2.6047 0.0518
H -2.0286 -1.6144 -0.1609
H -0.8649 -1.7753 -1.4874
H -1.8867 1.6052 -1.7221
H -2.6382 0.5494 -0.5106
H -1.7807 2.0088 0.0298



Model ii:
Formula: C5H15N3
Source: OMol25
Level of theory: the ωB97M-V functional and the def2-TZVPD basis

Computed properties:
HOMO   -0.239 Eh
Lowest unoccupied orbital energy   -0.92 eV
HOMO-LUMO gap   5.5856 eV
Multiplicity   1

Atoms and positions in Å:
N 0.1772 -2.5151 -2.5162
C -0.1688 -1.2397 -3.2094
C -1.1995 -0.3990 -2.4403
N -0.6792 -0.1962 -1.1077
C -0.7527 1.0511 1.1869
C 0.6446 0.8072 1.2037
N 0.4068 1.4735 2.7791
C 1.5023 0.8540 3.5855
H -0.5972 -3.1223 -2.7710
H 0.0084 -2.2520 -1.5420
H 0.7440 -0.6848 -3.4321
H -0.6504 -1.5231 -4.1508
H -2.1154 -1.0216 -2.5001
H -1.4423 0.5029 -3.0241
H -1.5012 0.0027 -0.5151
H -1.5364 0.7379 1.8586
H -1.1370 1.8686 0.5780
H 0.8786 -0.2544 1.2636
H 1.3810 1.4501 0.7495
H 0.8503 2.3460 2.4888
H 1.4447 1.3660 4.5505
H 1.2452 -0.1799 3.8126
H 2.4969 0.9281 3.1519



model i is the most stable structure; the next one sits 76.4 kcal/mol above it.



Model i:
Formula: C8H12O
Source: OMol25
Level of theory: the ωB97M-V functional and the def2-TZVPD basis

Computed properties:
HOMO   -0.342 Eh
Lowest unoccupied orbital energy   0.96 eV
HOMO-LUMO gap   10.2639 eV
Multiplicity   1

Atoms and positions in Å:
C 2.3359 -0.5858 -0.3233
C 1.4335 -0.1416 0.7445
C 0.0627 -0.0117 0.2368
C -0.2435 0.9713 -0.8027
C -1.7062 0.8728 -0.2513
C -1.0281 0.7544 1.1260
C -2.0128 -0.5448 -0.5909
C -0.7206 -1.2300 -0.0865
H 2.2027 -1.6578 -0.6432
H 3.4347 -0.5788 -0.1082
H 2.2073 -0.0070 -1.1965
H 1.7192 0.9482 0.9702
H 1.5612 -0.6633 1.8032
H -0.0722 0.5636 -1.7541
H 0.2396 1.9615 -0.5574
H -2.3925 1.7735 -0.4002
H -0.6861 1.7178 1.4853
H -1.5154 0.2178 1.8674
H -2.4597 -0.8674 -1.5343
H -0.3150 -2.0557 -0.5205
O -2.0447 -1.4368 0.5357



Model ii:
Formula: C8H12O
Source: OMol25
Level of theory: the ωB97M-V functional and the def2-TZVPD basis

Computed properties:
HOMO   -0.338 Eh
SMILES string   C=CC(=O)/C=C(/C)CC
Lowest unoccupied orbital energy   0.50 eV
HOMO-LUMO gap   9.6891 eV
Multiplicity   1

Atoms and positions in Å:
C 1.1580 -1.0686 -2.0469
C 0.6943 0.1839 -1.8168
C -0.8018 0.4072 -1.6930
O -1.3751 1.2153 -2.3847
C -1.4155 -0.2927 -0.5379
C -0.7300 -0.5023 0.5725
C -1.1457 -1.2330 1.7891
C 0.8829 0.3060 0.6142
C 0.5403 1.7092 1.1123
H 0.7042 -1.9205 -1.5658
H 2.0387 -1.2476 -2.6437
H 1.1992 1.0269 -2.2752
H -2.4649 -0.5474 -0.6557
H -2.1958 -1.5276 1.7573
H -0.9821 -0.6206 2.6777
H -0.5352 -2.1327 1.9049
H 1.2793 -0.3147 1.4182
H 1.8136 0.3693 0.0532
H -0.1663 1.6791 1.9452
H 1.4367 2.2223 1.4532
H 0.0651 2.2885 0.3217



model ii is the most stable structure; the next one sits 1.2 kcal/mol above it.



Model i:
Formula: C9H13O3PS
Source: OMol25
Level of theory: the ωB97M-V functional and the def2-TZVPD basis

Computed properties:
HOMO   -0.300 Eh
SMILES string   COc1cccc(OC)c1P(S)OC
Lowest unoccupied orbital energy   0.78 eV
HOMO-LUMO gap   8.9397 eV
Multiplicity   1

Atoms and positions in Å:
C -2.9874 2.4606 0.1321
O -1.6465 2.0261 0.2731
C -1.4510 0.6595 0.4858
C -2.5515 -0.2470 0.5987
C -2.2966 -1.6376 0.5211
C -0.9854 -2.0261 0.3477
C 0.1354 -1.1908 0.1789
O 1.4547 -1.4447 -0.0136
C 1.7933 -2.8494 -0.0905
C -0.1739 0.2577 0.2052
P 1.0454 1.6280 0.1400
S 2.1246 0.8758 1.6865
O 1.8339 1.0795 -1.2124
C 3.1488 1.4334 -1.6984
H -3.6342 2.2112 0.9508
H -3.2754 1.7309 -0.7089
H -2.8495 3.5027 -0.1562
H -3.5768 0.0587 0.7691
H -3.1484 -2.3485 0.5714
H -0.8350 -3.0530 0.1837
H 2.9049 -3.0086 0.0390
H 1.5902 -3.1312 -1.0746
H 1.2355 -3.4727 0.6917
H 1.8175 1.9507 2.3767
H 3.2819 0.5672 -2.2624
H 3.9678 1.4937 -0.8871
H 3.0778 2.4739 -2.0472



Model ii:
Formula: C9H13O3PS
Source: OMol25
Level of theory: the ωB97M-V functional and the def2-TZVPD basis

Computed properties:
HOMO (alpha / beta)   -0.299 / -0.261 Eh
Lowest unoccupied orbital energy (alpha / beta)   -0.15 / -0.40 eV
HOMO-LUMO gap (alpha / beta)   7.9940 / 6.7010 eV
Multiplicity   1

Atoms and positions in Å:
C -2.9237 0.7650 0.0279
C -1.9814 1.7578 -0.1467
C -2.6052 -0.5739 0.0294
C -0.6341 1.3775 -0.1742
C -1.2411 -0.9778 0.0318
C -0.3016 0.0683 0.0012
C 0.0613 3.5271 -0.8488
C -1.4780 -3.4066 0.3388
C 3.5738 -1.9405 0.0893
O 0.3939 2.2853 -0.2742
O -0.7055 -2.2203 0.1533
O 3.3090 -0.9386 -0.8370
P 2.6290 0.5315 -0.5511
S 2.8487 0.8183 1.5813
H -4.0413 0.9847 -0.0477
H -2.1730 2.7965 -0.1259
H -3.4472 -1.3477 0.1899
H -0.7058 3.4560 -1.5570
H 1.0344 3.8857 -1.3952
H -0.2737 4.3887 -0.0838
H -0.9888 -3.8279 1.1554
H -1.1575 -3.9754 -0.5419
H -2.5684 -3.1918 0.4582
H 4.6133 -1.7048 0.4822
H 3.3231 -2.8408 -0.4868
H 2.8459 -1.8287 0.9653
H 2.5940 2.1325 1.5665



model i is the most stable structure; the next one sits 60.2 kcal/mol above it.



Model i:
Formula: CH3I2O2P
Source: OMol25
Level of theory: the ωB97M-V functional and the def2-TZVPD basis

Computed properties:
HOMO   -0.377 Eh
SMILES string   COP(=O)(I)I
Lowest unoccupied orbital energy   -1.83 eV
HOMO-LUMO gap   8.4317 eV
Multiplicity   1

Atoms and positions in Å:
C 0.0372 0.1306 -0.3019
O 1.0023 0.6997 -1.0727
P 2.5681 1.6508 -0.2880
O 3.5860 1.8479 -1.2948
I 3.2727 0.2120 1.4629
I 1.3821 3.5875 0.7713
H 0.3624 -0.5121 0.5540
H -0.6137 -0.5155 -1.0371
H -0.6196 0.9233 0.2086



Model ii:
Formula: CH3I2O2P
Source: OMol25
Level of theory: the ωB97M-V functional and the def2-TZVPD basis

Computed properties:
HOMO   -0.329 Eh
Lowest unoccupied orbital energy   -1.33 eV
HOMO-LUMO gap   7.6335 eV
Multiplicity   1

Atoms and positions in Å:
C -0.9139 -0.7706 0.2817
O 2.2470 -1.1918 -1.6372
O 0.9579 1.1137 -0.3153
P -0.0426 0.8313 0.9869
I 2.7064 0.1735 -0.6082
I -1.5353 2.7758 0.6278
H -1.5326 -0.4499 -0.5334
H -0.2571 -1.6506 0.1292
H -1.6297 -0.8313 1.0686



model i is the most stable structure; the next one sits 81.5 kcal/mol above it.



Model i:
Formula: C2H4N4O2
Source: OMol25
Level of theory: the ωB97M-V functional and the def2-TZVPD basis

Computed properties:
HOMO   -0.335 Eh
SMILES string   CNN=c1onno1
Lowest unoccupied orbital energy   0.27 eV
HOMO-LUMO gap   9.3697 eV
Multiplicity   1

Atoms and positions in Å:
C -2.8744 -0.5372 1.2341
N -1.9870 0.3738 0.4556
N -0.5796 0.4087 0.9418
C 0.4184 0.1285 0.1575
O 0.4265 -0.3936 -1.1436
N 1.5662 -0.3126 -1.6079
N 2.3931 0.1124 -0.7065
O 1.6710 0.4650 0.4378
H -2.6003 -1.5878 1.5977
H -3.4212 0.1618 2.0935
H -3.6580 -0.6782 0.6624
H -2.1127 -0.0909 -0.6380



Model ii:
Formula: C2H4N4O2
Source: OMol25
Level of theory: the ωB97M-V functional and the def2-TZVPD basis

Computed properties:
HOMO   -0.372 Eh
SMILES string   [H]/N=N\O.c1conn1
Lowest unoccupied orbital energy   0.38 eV
HOMO-LUMO gap   10.4909 eV
Multiplicity   1

Atoms and positions in Å:
H 3.1878 0.2986 1.9661
N 2.7975 0.9049 1.2858
N 1.6636 0.5758 1.0806
O 1.0407 -0.4062 1.8413
H 0.0961 -0.3803 1.3940
C -0.4816 -0.0101 -0.7573
C -1.3221 -0.2152 -1.9231
O -2.5269 -0.4234 -1.4501
N -2.5780 -0.1867 -0.1276
N -1.3699 -0.0988 0.2899
H 0.5873 0.1314 -0.6598
H -1.0944 -0.1900 -2.9399



model ii is the most stable structure; the next one sits 40.0 kcal/mol above it.



Model i:
Formula: C2H4N4O2
Source: OMol25
Level of theory: the ωB97M-V functional and the def2-TZVPD basis

Computed properties:
HOMO   -0.302 Eh
Lowest unoccupied orbital energy   -0.01 eV
HOMO-LUMO gap   8.2068 eV
Multiplicity   1

Atoms and positions in Å:
C -0.2380 0.4258 0.0563
C 1.7732 -0.1264 0.0262
H -2.4793 -1.2390 1.0589
H -3.3187 -0.1794 -0.6258
H -0.1287 2.3130 -0.3917
H 2.3216 -1.8327 0.3742
N -2.1967 -0.7847 -0.2870
N -1.4308 0.3809 -0.0778
N 0.5052 1.5153 0.0581
N 1.8437 1.1431 -0.0852
O 2.8288 -0.9396 -0.2963
O 0.5195 -0.6763 0.1902



Model ii:
Formula: C2H4N4O2
Source: OMol25
Level of theory: the ωB97M-V functional and the def2-TZVPD basis

Computed properties:
HOMO   -0.382 Eh
Lowest unoccupied orbital energy   -0.20 eV
HOMO-LUMO gap   10.1999 eV
Multiplicity   1

Atoms and positions in Å:
C -0.2031 1.5377 -0.2451
C -0.5111 0.1352 -0.5068
H 1.4869 -1.0779 -0.3417
H 1.1084 -2.4254 0.7649
H -0.6725 0.7953 2.0501
H -1.2365 -0.9571 -1.9769
N 0.6921 -1.6137 0.0324
N -0.2173 -0.6255 0.4370
N 0.3521 0.2102 1.4679
N -1.0323 -0.0393 -1.6817
O 0.9566 1.4383 0.5976
O -0.7234 2.6223 -0.5979



Model iii:
Formula: C2H4N4O2
Source: OMol25
Level of theory: the ωB97M-V functional and the def2-TZVPD basis

Computed properties:
HOMO   -0.330 Eh
SMILES string   Nn1cn/c(=N/O)o1
Lowest unoccupied orbital energy   0.22 eV
HOMO-LUMO gap   9.1863 eV
Multiplicity   1

Atoms and positions in Å:
N -1.7172 1.2119 -0.6355
N -0.4405 0.7557 -0.8563
C -0.6105 -0.6819 -1.2217
N 0.2601 -1.5583 -0.7555
C 0.9713 -0.7711 0.2145
N 1.7580 -1.1813 1.1077
O 1.9229 -0.1018 2.0398
O 0.6374 0.5302 0.1383
H -2.1007 1.0476 0.3522
H -1.8942 2.2309 -0.9138
H -1.3050 -0.9699 -2.0913
H 2.5184 -0.5122 2.6216



model iii is the most stable structure; the next one sits 30.5 kcal/mol above it.